Record 1
{
  "formula": "H13Na2O7",
  "method": "the ωB97M-V functional and the def2-TZVPD basis",
  "total_energy_ev": -23369.695,
  "charge": 1,
  "orbital_gap_ev": 7.04,
  "lumo_ev": -4.98,
  "fmax_ev_per_a": 0.900,
  "relative_energy_kj_mol": 354.1,
  "symbols": ["Na", "H", "O", "H", "H", "H", "H", "O", "H", "H", "O", "O", "O", "H", "H", "O", "H", "H", "Na", "O", "H", "H"],
  "xyz": [[-2.432, 2.531, -1.246], [4.142, 0.459, 1.333], [4.140, -0.251, 0.692], [-0.024, -0.256, -1.886], [-0.660, -0.617, -3.212], [0.128, -2.550, 0.125], [1.036, 2.263, 0.133], [-3.603, -0.533, -2.698], [0.241, -0.207, 0.898], [-4.537, -0.494, -2.492], [-0.518, 0.253, 0.488], [0.263, -3.331, 0.661], [0.168, -0.659, -2.733], [0.427, 0.842, 3.918], [0.981, 3.319, -0.951], [0.274, 1.622, 3.384], [3.215, -0.397, 0.498], [-0.164, 1.293, 2.599], [-2.503, -1.622, 2.192], [1.480, 3.052, -0.179], [1.196, -3.525, 0.574], [-3.252, -1.191, -2.097]]
}


Record 2
{
  "formula": "C8H15N3O5",
  "method": "the ωB97M-V functional and the def2-TZVPD basis",
  "total_energy_ev": -23238.172,
  "charge": 0,
  "orbital_gap_ev": 6.22,
  "lumo_ev": -3.26,
  "fmax_ev_per_a": 5.960,
  "relative_energy_kj_mol": 1012.2,
  "symbols": ["O", "N", "C", "H", "C", "C", "O", "H", "H", "H", "H", "H", "C", "N", "C", "C", "C", "H", "O", "C", "H", "O", "H", "N", "H", "H", "H", "H", "H", "H", "O"],
  "xyz": [[1.702, 1.184, -0.425], [0.162, -0.495, -0.876], [-0.700, -1.663, 1.490], [0.509, 2.443, -2.092], [-1.376, 2.190, 0.797], [-0.280, 1.987, -1.381], [-2.568, 1.982, 0.700], [-1.286, -0.715, 1.461], [-1.312, 3.633, -0.758], [1.272, -0.577, 1.799], [-2.130, 1.093, -1.438], [-1.936, 2.396, -2.820], [1.073, -2.693, -0.860], [-1.483, 1.526, -2.212], [-0.595, 2.967, -0.282], [1.034, -1.348, -0.223], [0.597, 0.780, -0.880], [2.930, -1.959, 2.910], [2.204, -3.269, -0.791], [0.858, -1.516, 1.424], [-1.016, -2.190, 0.575], [0.107, -3.106, -1.715], [-0.725, 1.076, 2.383], [-0.509, 1.861, 1.809], [-1.163, -2.383, 2.305], [2.070, -0.822, -0.448], [0.565, 1.489, 1.633], [0.320, 3.498, 0.193], [0.838, -3.712, -2.579], [-0.449, -0.879, -1.597], [1.290, -2.779, 1.897]]
}


Record 3
{
  "formula": "C21H27BF17NO8",
  "method": "the ωB97M-V functional and the def2-TZVPD basis",
  "total_energy_ev": -86958.068,
  "charge": 0,
  "orbital_gap_ev": 9.40,
  "lumo_ev": 0.26,
  "fmax_ev_per_a": 7.490,
  "smiles": "CN(C)B(O)[C@@H]1[C@H](F)OC(=O)[C@]1(O)CCCCOC=O.FC(F)C(F)(F)COC(F)(F)C(F)F.FC(F)C(F)(F)COC(F)(F)C(F)F",
  "relative_energy_kj_mol": 116.4,
  "symbols": ["H", "H", "H", "C", "C", "C", "C", "H", "H", "H", "F", "O", "C", "C", "F", "H", "C", "F", "B", "O", "H", "C", "C", "H", "F", "H", "O", "H", "C", "C", "O", "F", "C", "H", "H", "H", "F", "F", "F", "O", "F", "H", "H", "C", "H", "C", "C", "O", "C", "F", "C", "F", "C", "H", "O", "F", "F", "C", "F", "O", "H", "H", "H", "F", "C", "N", "H", "H", "F", "C", "H", "F", "H", "H", "H"],
  "xyz": [[2.650, -3.121, -1.083], [5.789, -3.495, 1.725], [0.675, -1.739, 0.614], [-0.225, 0.612, -1.364], [-5.111, 7.036, -3.300], [0.780, -2.511, -0.133], [5.482, -1.376, 3.434], [4.835, -4.641, 2.615], [-6.849, 5.854, -3.441], [1.566, -2.203, -2.080], [6.826, -1.286, 3.578], [-3.881, -3.322, 0.613], [4.982, -2.803, 3.635], [8.459, -3.525, 4.534], [4.923, -0.566, 4.365], [5.204, -0.997, 2.446], [-3.222, 4.202, -1.969], [7.537, -2.785, 5.179], [-2.440, 0.088, -0.642], [2.702, -1.084, -0.812], [-0.651, 0.223, -2.282], [-4.574, -0.988, 0.155], [7.946, -3.964, 3.161], [8.704, -4.399, 5.141], [-3.057, 5.525, -1.766], [-3.510, 3.731, -1.028], [-2.979, 1.238, -1.130], [-5.702, 5.445, -4.676], [-4.277, 3.943, -3.050], [3.244, -1.055, 0.385], [-5.452, 4.600, -2.797], [9.568, -2.767, 4.374], [1.964, -2.285, -1.083], [-5.378, -1.674, -0.005], [-3.452, 1.094, -1.953], [-1.692, 1.024, 1.601], [8.809, -4.875, 2.671], [-5.137, 0.208, -0.077], [5.115, -3.182, 4.923], [6.717, -4.574, 3.235], [3.640, -2.793, 3.369], [-0.154, 1.687, -1.427], [-3.439, -1.518, -1.647], [-2.887, -1.524, 1.604], [-3.521, -3.892, 1.289], [5.599, -3.876, 2.730], [-0.920, 1.152, 0.860], [-2.146, -1.365, 2.433], [-1.608, -3.244, 0.046], [-2.030, 3.699, -2.366], [-3.824, 7.345, -4.063], [-3.302, 8.507, -3.600], [-3.284, -1.278, -0.598], [-0.278, -3.558, -1.579], [-4.105, -0.931, 1.489], [-6.003, 8.014, -3.624], [-4.564, 2.619, -3.059], [-2.820, -2.372, 0.323], [-2.898, 6.376, -3.889], [3.814, -0.125, 0.741], [-1.147, -3.474, 0.997], [0.049, 1.076, 1.332], [0.749, 0.156, -1.279], [-4.906, 7.125, -1.970], [-5.788, 5.698, -3.620], [-1.036, 0.151, -0.215], [-4.027, 7.459, -5.132], [0.974, -3.447, 0.370], [7.916, -2.936, 2.291], [-0.511, -2.744, -0.905], [3.123, -1.918, 1.036], [-3.814, 4.251, -4.277], [-1.007, 2.165, 0.473], [-0.769, -1.905, -1.526], [-1.961, -4.188, -0.324]]
}


Record 4
{
  "formula": "C4H7NO4",
  "method": "the ωB97M-V functional and the def2-TZVPD basis",
  "total_energy_ev": -13940.858,
  "charge": 0,
  "orbital_gap_ev": 10.55,
  "lumo_ev": 0.44,
  "fmax_ev_per_a": 4.206,
  "smiles": "N[C@@H](CC(=O)O)C(=O)O",
  "relative_energy_kj_mol": 171.6,
  "symbols": ["H", "C", "C", "C", "O", "O", "H", "H", "H", "H", "N", "O", "H", "C", "H", "O"],
  "xyz": [[-1.440, -0.297, 1.331], [0.998, -0.498, -0.343], [0.476, 0.044, 0.947], [-0.057, 1.497, 0.785], [-0.947, -1.741, -1.037], [0.656, -1.218, -2.547], [1.816, 0.092, -0.815], [1.674, -1.352, 0.020], [-0.748, -1.499, 2.088], [-0.807, 0.892, 2.155], [-0.562, -0.526, 1.748], [-0.638, 1.884, 1.894], [0.092, -1.789, -3.257], [0.058, -1.180, -1.375], [1.388, 0.229, 1.648], [0.067, 2.103, -0.246]]
}


Record 5
{
  "formula": "C13H31Cl13N4O2P",
  "method": "the ωB97M-V functional and the def2-TZVPD basis",
  "total_energy_ev": -196116.745,
  "charge": 1,
  "orbital_gap_ev": 8.64,
  "lumo_ev": -3.66,
  "fmax_ev_per_a": 2.170,
  "symbols": ["O", "C", "Cl", "Cl", "H", "Cl", "N", "H", "Cl", "H", "Cl", "H", "N", "H", "H", "H", "N", "C", "H", "H", "H", "C", "P", "H", "H", "C", "Cl", "H", "H", "H", "Cl", "N", "Cl", "H", "C", "H", "Cl", "H", "Cl", "C", "C", "H", "H", "C", "H", "H", "H", "H", "C", "H", "C", "Cl", "Cl", "H", "C", "H", "H", "C", "C", "H", "H", "O", "H", "Cl"],
  "xyz": [[0.260, 4.471, 1.016], [-0.364, 3.316, -4.686], [-0.568, 0.018, -0.669], [5.043, -5.087, 1.027], [-0.204, -2.538, 4.790], [-4.493, 5.256, -2.961], [1.983, 1.838, -1.066], [2.890, 1.650, -0.666], [-0.371, -5.170, -0.896], [-6.095, 3.536, -3.283], [-1.900, 3.922, -4.013], [-0.314, 2.398, -1.432], [-2.065, 3.597, 0.217], [0.806, -2.886, 3.381], [0.410, 1.574, -5.656], [-1.887, -5.943, 2.379], [2.392, 4.068, -0.703], [4.100, -5.028, 3.586], [2.040, 4.705, 0.004], [-6.178, 2.688, -0.889], [-0.792, -2.117, 0.298], [-0.484, -5.757, 0.785], [-0.732, 4.240, -0.196], [1.123, -0.413, 5.151], [0.330, -5.310, 1.348], [1.306, -1.848, -0.010], [-2.071, -3.706, 1.693], [-1.338, 1.761, -5.817], [4.924, -3.316, 2.575], [1.532, -2.882, 0.246], [2.815, 4.929, -2.128], [0.186, 3.284, -1.337], [-4.139, 2.012, -1.797], [-0.268, 4.514, 1.824], [1.490, 3.041, -1.029], [-1.336, 5.573, -1.707], [2.421, -4.627, 3.114], [4.243, -4.661, 4.601], [-0.679, -1.105, 2.994], [-0.121, -1.714, -0.458], [-0.497, 1.887, -5.141], [-6.603, 4.742, -2.096], [4.192, -6.111, 3.592], [-5.774, 4.119, -2.424], [-0.294, -2.226, -1.399], [0.405, 3.422, -3.924], [2.069, -1.897, 5.321], [6.105, -4.545, 3.049], [-1.822, -5.456, 1.408], [-0.332, -6.834, 0.755], [5.100, -4.386, 2.663], [2.680, -0.692, 3.401], [-0.737, 0.775, -3.760], [1.508, -1.224, 0.856], [-5.330, 3.239, -1.289], [-2.236, 2.716, -0.255], [1.495, 1.084, -1.543], [0.405, -2.093, 4.005], [1.510, -1.279, 4.621], [-4.888, 3.829, -0.488], [-2.639, -5.811, 0.786], [-0.855, 5.659, -0.867], [-0.101, 3.951, -5.531], [2.428, -1.384, -1.331]]
}